Computed, not measured: a 3-piece molecular cluster, C4H15N3O2 overall at a distorted geometry, with ωB97M-V/def2-TZVPD.

Last column: natural (NBO) charge in e.
Geometry (Å):
C1 -0.042 -1.718 0.335  -0.441
N1 -1.007 0.342 1.340  -0.870
H1 -1.457 0.733 -2.754  0.166
H2 -1.039 -2.047 0.010  0.207
H3 -2.252 -0.571 -0.240  0.420
H4 -1.296 0.781 2.197  0.368
H5 -3.233 -0.048 -1.523  0.382
H6 1.110 3.197 -0.850  0.479
C2 0.691 -1.014 -0.819  -0.260
H7 2.969 1.712 0.740  0.479
H8 0.838 -0.582 2.050  0.175
O1 1.060 2.324 -0.400  -0.987
H9 -0.549 0.970 0.770  0.369
H10 1.143 -1.836 -1.481  0.210
H11 0.493 -2.587 0.567  0.217
H12 1.608 -0.479 -0.422  0.212
H13 1.764 0.911 1.192  0.470
O2 2.708 1.003 1.304  -0.947
C3 -1.235 0.101 -1.915  0.297
N2 -2.345 -0.446 -1.255  -0.856
N3 0.023 -0.093 -1.712  -0.560
H14 -0.691 -1.484 2.360  0.195
H15 0.912 1.694 -1.090  0.498
C4 -0.171 -0.863 1.596  -0.222

Its highest occupied orbital energy is -8.9 eV. Its SMILES is N/C=N\CCCN.O.O. Its molar mass is 137.183 g mol⁻¹. The relative energy (zero: lowest compared OMol25 entry of this formula, charge and spin) is 9.64 kJ/mol. The total energy comes out at -476.129046 Eh. As for the HOMO-LUMO gap: 9.64 eV.



Computed, not measured: a 2-piece molecular cluster, C4H15N3S overall at a distorted geometry, with ωB97M-V/def2-TZVPD.

Last column: natural (NBO) charge in e.
Geometry (Å):
H1 -1.476 -1.370 -2.432  0.210
N1 -1.198 -1.925 0.906  -0.874
C1 1.591 0.270 1.284  -0.234
C2 -1.655 -1.069 -1.397  -0.521
H2 0.212 -1.629 -0.564  0.174
H3 -2.183 -1.710 0.990  0.369
H4 1.904 2.414 1.227  0.168
C3 -0.817 -1.998 -0.528  -0.233
H5 2.045 -0.094 2.205  0.202
H6 -1.104 -2.848 1.315  0.366
N2 0.116 0.372 1.457  -0.792
N3 2.215 1.541 -0.719  -0.849
H7 1.269 1.310 -1.028  0.387
C4 2.288 1.504 0.746  -0.232
H8 -0.450 0.558 0.473  0.376
H9 1.722 -0.518 0.539  0.219
H10 -0.754 -3.005 -0.944  0.184
H11 -0.256 -0.539 1.740  0.452
H12 -2.718 -1.268 -1.230  0.190
H13 -0.131 1.070 2.150  0.393
H14 3.336 1.412 1.034  0.195
H15 2.371 2.490 -1.033  0.356
S1 -1.281 0.707 -1.166  -0.508

Its highest occupied orbital energy is -7.1 eV. Its molar mass is 137.252 g mol⁻¹. The relative energy (zero: lowest compared OMol25 entry of this formula, charge and spin) is 46.55 kJ/mol. The total energy comes out at -723.816787 Eh. As for the HOMO-LUMO gap: 7.74 eV.



Question: Which value of total energy does entry 2 give?
Answer: -723.816787 Eh